An isolated ion of composition C4H7N2 and charge +1 at a distorted geometry. Source: the OMol25 dataset; level of theory: wB97M-V/def2-TZVPD.

Summary:
**Highest occupied orbital energy**: -13.1 eV
**Total charge**: +1
**ΔE to the lowest compared entry with this formula, charge and spin**: 3.519 eV
**Frontier orbital gap**: 8.93 eV

Atoms and positions in Å:
C: 2.725 -0.429 -0.226
N: 1.695 -0.115 0.194
C: 0.461 0.156 0.577
C: -0.365 1.179 -0.183
C: -0.783 -0.215 -0.434
N: -1.934 -0.741 0.063
H: 3.696 -0.667 -0.566
H: 0.287 0.019 1.635
H: -1.004 1.804 0.425
H: 0.134 1.717 -0.976
H: -0.426 -0.697 -1.336
H: -2.091 -1.733 -0.003
H: -2.394 -0.279 0.830

These are the natural (NBO) partial charges, in e, on atoms 1 to 8: number 1, C, carries 0.357; number 2, N, carries -0.152; number 3, C, carries -0.205; number 4, C, carries -0.392; number 5, C, carries 0.068; number 6, N, carries -0.781; number 7, H, carries 0.292; number 8, H, carries 0.269